ORCA calculation (the ωB97M-V functional and the def2-TZVPD basis) on 11 unconnected molecules or ions with the total composition C84H189N11O6 in a non-equilibrium geometry.

Geometry as XYZ:
```
290
Properties=species:S:1:pos:R:3
C 3.7438 1.8301 5.5878
C 4.7073 0.7326 5.2831
C 4.0754 -0.6312 5.4260
C 5.0829 1.0523 3.8172
C 6.2795 0.2960 3.2849
C 7.5386 0.4648 4.1906
C 7.2901 0.2635 5.6854
C 7.2984 -1.1983 6.0632
C 8.4364 0.9653 6.4295
N 6.0161 1.0297 5.9766
O 5.7831 0.8424 7.3329
H 2.9795 1.9313 4.7922
H 3.2268 1.7793 6.5499
H 4.3246 2.7479 5.6871
H 4.7261 -1.4730 5.0491
H 3.8491 -0.7698 6.5109
H 3.1562 -0.7002 4.7940
H 4.2172 0.7824 3.2586
H 5.2152 2.0943 3.7263
H 5.8962 -0.7542 3.2635
H 6.6273 0.5610 2.2616
H 7.7926 1.5336 4.0379
H 8.4497 -0.1281 3.8638
H 6.7926 -1.2015 7.0144
H 8.3084 -1.5823 6.2136
H 6.7540 -1.7818 5.3215
H 8.5358 0.7202 7.4602
H 8.4241 2.0488 6.2828
H 9.2935 0.5705 5.9497
H 5.8380 1.7000 7.8043
C -2.7675 3.0083 -2.6411
C -3.8356 3.4599 -3.7024
C -3.5470 2.7516 -5.0454
C -5.2548 3.1079 -3.2101
C -5.5911 3.9063 -1.9687
C -5.5949 5.4384 -2.2787
C -4.3030 5.8619 -2.8924
C -4.6356 7.1468 -3.7701
C -3.2705 6.2142 -1.7753
N -3.8235 4.8976 -3.8885
O -2.5869 5.2614 -4.5685
H -2.7565 1.9484 -2.4658
H -1.8709 3.4971 -3.0214
H -2.9571 3.5186 -1.7104
H -3.6433 1.6966 -4.8484
H -4.3391 3.0825 -5.7292
H -2.5877 2.9834 -5.4715
H -5.9342 3.3046 -3.9933
H -5.3231 2.0403 -3.0401
H -6.5711 3.6338 -1.6100
H -4.8933 3.6363 -1.1895
H -5.8046 5.9785 -1.3455
H -6.4963 5.6372 -2.8322
H -3.8618 7.4092 -4.4736
H -4.8960 8.0207 -3.1877
H -5.5097 6.9039 -4.3165
H -3.1109 5.4068 -1.0359
H -3.7967 6.9443 -1.1857
H -2.3047 6.4995 -2.1865
H -1.9436 5.6046 -3.8679
C -7.4275 -1.9585 -5.4302
C -6.9648 -0.7321 -4.6145
C -7.2888 0.5481 -5.4539
C -7.8048 -0.6575 -3.2980
C -7.2449 -1.6705 -2.3087
C -5.7641 -1.5302 -2.0297
C -4.9162 -1.6047 -3.2865
C -3.4281 -1.2210 -3.0623
C -4.8903 -3.1266 -3.6396
N -5.4820 -0.7392 -4.3108
O -4.8899 -1.1037 -5.5395
H -6.7307 -2.3291 -6.1591
H -7.5833 -2.7871 -4.7341
H -8.3784 -1.8334 -5.8516
H -6.9711 0.4245 -6.5097
H -8.3574 0.7599 -5.5523
H -6.9011 1.4562 -4.9818
H -7.6669 0.3036 -2.8069
H -8.8394 -0.8747 -3.4814
H -7.7669 -1.5821 -1.3502
H -7.3976 -2.7536 -2.6448
H -5.5057 -2.3185 -1.3084
H -5.6372 -0.5700 -1.5277
H -3.0730 -1.4813 -2.0659
H -3.4474 -0.0950 -3.0820
H -2.8275 -1.6053 -3.8310
H -5.8553 -3.4292 -4.0303
H -4.5716 -3.7241 -2.8039
H -4.2561 -3.2725 -4.5306
H -4.4270 -0.3231 -5.7981
C -0.9982 -0.8830 6.9644
C -0.5846 0.5857 7.0552
C 0.5256 0.7880 8.0891
C -0.0254 1.1133 5.7228
C -1.1237 1.1568 4.7199
C -2.2103 2.1396 5.1437
C -2.8873 1.6536 6.4524
C -3.6290 2.8543 7.0750
C -3.9742 0.5244 6.2728
N -1.7272 1.4349 7.4308
O -2.1692 0.9125 8.6045
H -1.5763 -1.0830 7.8936
H -1.6202 -1.1794 6.1562
H -0.0913 -1.5240 6.8627
H 0.4346 0.3536 9.1200
H 1.4473 0.3961 7.7208
H 0.6209 1.8717 8.1464
H 0.4675 2.1056 5.8580
H 0.7579 0.4300 5.3947
H -0.6710 1.3858 3.7035
H -1.6131 0.1792 4.6550
H -2.9517 2.3411 4.3654
H -1.7793 3.0970 5.2668
H -3.8993 2.6702 8.1035
H -4.5669 3.0651 6.5341
H -2.9795 3.7513 7.0530
H -4.7636 0.9975 5.7172
H -4.3496 0.1065 7.1967
H -3.6048 -0.3307 5.7198
H -2.0851 1.5831 9.3095
C 5.8963 2.7082 -2.4487
C 4.4324 2.6739 -1.8681
C 3.4149 2.3162 -2.9777
C 4.2260 1.5317 -0.8407
C 4.8641 1.7911 0.5364
C 4.2489 3.0674 1.1017
C 4.5350 4.2600 0.1175
C 3.6285 5.4545 0.5915
C 5.9772 4.6227 0.0982
N 4.0211 3.9513 -1.2427
O 4.1198 5.0780 -2.0817
H 6.6025 2.9154 -1.6473
H 6.1176 1.8148 -3.0339
H 5.9584 3.5190 -3.1532
H 3.4733 1.2510 -3.3022
H 2.4369 2.5050 -2.4776
H 3.4732 3.0104 -3.8506
H 3.1355 1.3219 -0.7142
H 4.6921 0.6543 -1.3244
H 4.6712 0.9922 1.1853
H 5.9600 1.8548 0.3942
H 4.6669 3.3987 2.0689
H 3.2098 2.9436 1.2451
H 3.2709 6.0818 -0.2401
H 4.1076 6.0969 1.4064
H 2.6287 5.0539 0.8963
H 6.3056 5.2560 -0.7811
H 6.6795 3.7581 0.1979
H 6.2701 5.2063 1.0068
H 5.0959 5.3016 -2.1885
C 4.7851 -2.4850 -3.8196
C 3.9801 -3.7351 -4.4350
C 4.9478 -4.7325 -5.1485
C 3.1539 -4.4704 -3.3168
C 1.9026 -3.7283 -2.8732
C 1.0324 -3.5472 -4.1150
C 1.7522 -2.6753 -5.1536
C 0.8879 -2.7252 -6.4052
C 1.9112 -1.1422 -4.7456
N 3.0072 -3.3186 -5.4731
O 3.5869 -2.5290 -6.4736
H 5.7794 -2.8822 -3.3752
H 5.0296 -1.8128 -4.6638
H 4.2628 -2.0446 -3.0077
H 4.4229 -5.6716 -5.4440
H 5.2725 -4.2623 -6.0511
H 5.7379 -4.9986 -4.4011
H 2.8010 -5.3679 -3.7867
H 3.8279 -4.7548 -2.5219
H 1.3297 -4.4091 -2.2328
H 2.0661 -2.8398 -2.3274
H 0.0883 -3.0669 -3.9035
H 0.8131 -4.5068 -4.6128
H 0.9950 -3.6618 -6.9344
H 1.1866 -1.9130 -7.0201
H -0.1335 -2.4464 -6.2008
H 2.6131 -0.6343 -5.4373
H 2.3324 -1.1531 -3.7139
H 0.9325 -0.6052 -4.7576
H 3.9560 -3.1998 -7.0161
C -0.3086 8.5668 -3.2773
C 0.5505 7.3842 -3.7757
N 0.0759 6.1313 -3.0543
C 0.3084 6.2756 -1.6096
C 0.2248 5.1094 -0.6487
C 0.8212 4.9935 -3.5659
C 0.6075 4.5921 -5.0599
H -0.1759 9.4954 -3.8777
H -0.1770 8.6964 -2.1969
H -1.3284 8.2125 -3.4241
H 0.4388 7.1957 -4.8346
H 1.6218 7.5245 -3.4419
H 1.3217 6.6809 -1.4518
H -0.3478 7.0420 -1.2351
H -0.7387 4.6686 -0.6172
H 0.9969 4.4002 -0.8687
H 0.4369 5.5608 0.3218
H 0.5293 4.1218 -2.9254
H 1.9064 5.1799 -3.4589
H 0.9926 5.3570 -5.7970
H -0.4616 4.4756 -5.1973
H 1.1996 3.6860 -5.2200
C -0.3392 -4.7428 1.6605
C 0.1382 -5.5095 0.4520
N -0.8800 -5.8086 -0.5336
C -1.3398 -4.5061 -1.0723
C -2.0602 -4.6460 -2.4020
C -1.8663 -6.7879 -0.2144
C -1.2070 -8.1152 0.0800
H -1.2878 -5.0998 2.1010
H -0.5040 -3.7263 1.3435
H 0.3669 -4.6510 2.5021
H 0.8616 -4.8368 -0.0602
H 0.7402 -6.3909 0.7418
H -0.4441 -3.8546 -1.1805
H -1.9740 -3.9436 -0.3123
H -2.9457 -5.2206 -2.2806
H -1.4722 -5.1644 -3.1938
H -2.3294 -3.6121 -2.7286
H -2.5520 -6.3903 0.5296
H -2.4299 -6.9574 -1.1032
H -0.6448 -8.4213 -0.8111
H -0.4976 -8.0846 0.9270
H -1.9643 -8.8712 0.2656
C 3.0477 -3.8215 3.8501
C 3.4427 -4.0914 2.4059
N 4.8618 -3.7871 2.0451
C 4.9714 -3.4382 0.6820
C 4.4941 -2.0305 0.4155
C 5.7532 -4.9345 2.4797
C 7.1665 -4.5395 2.6467
H 1.9626 -4.0283 3.9805
H 3.0889 -2.7688 4.1469
H 3.6595 -4.3770 4.5426
H 3.3275 -5.1134 2.0981
H 2.8615 -3.5148 1.7042
H 6.0202 -3.5108 0.3890
H 4.4117 -4.0814 -0.0330
H 4.6599 -1.4379 1.3053
H 5.0486 -1.6427 -0.5009
H 3.4139 -1.8757 0.2129
H 5.7949 -5.7546 1.6824
H 5.3654 -5.3499 3.3706
H 7.7840 -5.3955 2.8351
H 7.3951 -3.7933 3.4270
H 7.5608 -4.1393 1.7077
C -5.1604 -5.0212 -0.2676
C -5.0975 -4.6877 1.2237
N -5.5804 -3.2759 1.4251
C -5.2522 -2.8174 2.7893
C -3.7390 -2.9861 3.0943
C -7.0225 -3.1886 1.1718
C -7.5482 -1.7369 1.1594
H -6.1104 -5.1559 -0.8573
H -4.5697 -5.8832 -0.4789
H -4.6269 -4.2026 -0.7496
H -5.7541 -5.4137 1.7926
H -4.0004 -4.7894 1.4465
H -5.5182 -1.7353 2.8004
H -5.8631 -3.3297 3.5440
H -3.4577 -2.3002 3.9127
H -3.4997 -4.0051 3.3976
H -3.2034 -2.8281 2.1904
H -7.4979 -3.5765 2.0569
H -7.3162 -3.6572 0.1981
H -7.0555 -1.0941 0.4039
H -7.3651 -1.3489 2.1672
H -8.6439 -1.6920 1.0602
C -0.0024 0.7892 -1.8163
C -0.2590 1.1449 -0.3183
N -0.4009 0.0664 0.6325
C -1.5752 -0.8081 0.3530
C -2.9997 -0.1526 0.2150
C 0.7911 -0.7210 0.9639
C 1.0368 -0.8449 2.4379
H 0.8328 0.0813 -1.9402
H 0.1794 1.7054 -2.3636
H -0.8800 0.3584 -2.2343
H 0.4908 1.8858 -0.0862
H -1.1914 1.7554 -0.2930
H -1.3147 -1.4217 -0.4711
H -1.5689 -1.4738 1.1960
H -3.8188 -0.8682 0.2646
H -3.1926 0.4950 1.1000
H -3.0169 0.4273 -0.6788
H 1.5689 -0.1954 0.4500
H 0.7610 -1.6931 0.5681
H 0.0332 -1.0746 2.9615
H 1.4329 0.1107 2.8548
H 1.7160 -1.6883 2.5804
```

E_HOMO	-7.8	eV
SMILES	CC1(C)CCCC(C)(C)N1O.CC1(C)CCCC(C)(C)N1O.CC1(C)CCCC(C)(C)N1O.CC1(C)CCCC(C)(C)N1O.CC1(C)CCCC(C)(C)N1O.CC1(C)CCCC(C)(C)N1O.CCN(CC)CC.CCN(CC)CC.CCN(CC)CC.CCN(CC)CC.CCN(CC)CC
energy	-4367.23283	a.u.